Record 1
Below is a molecular structure, BrTi2, with properties calculated with ωB97M-V/def2-TZVPD.

XYZ file:
```
3
Properties=species:S:1:pos:R:3:forces:R:3
Ti -29.01455 -31.08947 13.64260 -0.0024 -1.5254 0.8519
Ti -27.30080 -29.66307 14.60738 0.2324 -0.1696 0.3382
Br -28.38203 -33.03903 15.41121 -0.2300 1.6950 -1.1901
```
Positions in Å, forces in eV/Å.

Net charge ... +1
Spin multiplicity ... 7
ΔE to the lowest compared entry with this formula, charge and spin ... 138.1 kJ/mol
E_HOMO (alpha / beta) ... -12.481 / -13.440 eV

***

Record 2
Below is 2 unconnected molecules or ions with the total composition CH2ClO2P, with properties calculated with ωB97M-V/def2-TZVPD.

XYZ file:
```
7
Properties=species:S:1:pos:R:3:forces:R:3
O 1.52553 -1.63581 -0.44440 0.2902 0.6034 0.9434
P 1.93489 -0.85337 0.74310 -0.2997 -0.7529 -0.8734
Cl 2.27824 1.07641 0.19446 0.1260 0.1797 -0.0557
C -1.51088 0.38798 -0.00759 0.1711 -4.3729 -3.8698
O -0.97550 1.37807 0.28443 0.5608 2.9070 1.4627
H -2.29582 0.26974 -0.85792 0.0995 0.6703 1.5612
H -0.95646 -0.62300 0.08793 -0.9478 0.7654 0.8316
```
Positions in Å, forces in eV/Å.

Net charge ... 0
SMILES ... O=PCl.C=O
Spin multiplicity ... 1
ΔE to the lowest compared entry with this formula, charge and spin ... 60.2 kJ/mol
E_HOMO ... -10.156 eV

***

Record 3
Below is C5H8N2O in the gas phase, with properties calculated with ωB97M-V/def2-TZVPD.

XYZ file:
```
16
Properties=species:S:1:pos:R:3:forces:R:3
N -2.50356 -0.38605 -0.59794 2.8668 -4.7966 0.9424
C -1.59297 -0.26607 0.57158 -3.2569 1.8503 2.7123
C -0.21372 -0.26987 0.32301 2.2378 -3.9569 -1.5983
N 0.62928 -1.45636 -0.02843 1.2638 2.4353 2.5041
C 1.96453 -0.89895 0.00366 -4.7270 3.4368 -2.6794
C 1.85129 0.50946 -0.29827 3.2036 -2.7455 1.7692
C 0.53740 0.75261 0.03157 0.5619 3.9247 -0.3049
O 0.07096 2.03322 0.08101 -3.8937 -0.1422 -0.8405
H -2.21747 0.32827 -1.20670 0.4669 1.0825 -1.5144
H -1.80062 -1.27514 -0.83882 -3.2566 2.3710 -1.3190
H -1.67785 -1.17083 1.14680 -1.2139 -0.2275 0.8333
H -1.93080 0.67530 1.20372 0.8535 -1.9325 -0.7830
H 0.60082 -2.43455 0.30553 -0.7092 1.1512 0.0708
H 2.60238 -1.64136 -0.17236 3.4802 -2.2150 -0.5493
H 2.66154 1.29521 -0.41381 -1.2185 -1.3909 0.0878
H -0.96497 1.89117 -0.07703 3.3413 1.1554 0.6690
```
Positions in Å, forces in eV/Å.

Net charge ... 0
SMILES ... NCc1[nH]ccc1O
Spin multiplicity ... 1
ΔE to the lowest compared entry with this formula, charge and spin ... 382.2 kJ/mol
E_HOMO ... -8.169 eV

***

Record 4
Below is a molecular structure, C37H37N3OP2PtSSe2, with properties calculated with ωB97M-V/def2-TZVPD.

XYZ file:
```
84
Properties=species:S:1:pos:R:3:forces:R:3
Pt 1.67353 -1.09527 1.68299 -1.0218 0.2590 -1.3348
Se -2.06189 3.42582 -2.23792 -0.0411 -0.0065 0.0292
P -2.03988 1.32842 -2.40357 -0.0439 0.0095 -0.0988
C -1.57502 0.78451 -4.07383 0.0199 0.0512 0.0106
C -2.25245 1.35322 -5.15236 0.0205 0.0106 -0.0236
C -1.90816 1.00932 -6.44873 0.0000 0.0083 0.0199
C -0.86994 0.11308 -6.67718 0.0041 -0.0031 0.0081
C -0.18615 -0.44338 -5.60767 -0.0101 -0.0039 -0.0038
C -0.54031 -0.11472 -4.30500 -0.0373 -0.0378 -0.0056
C -3.66491 0.60189 -2.05603 0.0140 -0.0191 -0.0553
C -4.24324 -0.35034 -2.88639 0.0387 -0.0251 0.0576
C -5.48564 -0.88037 -2.56718 -0.0143 -0.0021 0.0096
C -6.14328 -0.47017 -1.41721 0.0040 -0.0127 -0.0195
C -5.56212 0.47699 -0.58382 0.0249 0.0174 0.0050
C -4.32805 1.01793 -0.90536 -0.0456 0.0259 -0.0007
C -0.95869 0.37296 -1.32055 0.0786 -0.0628 0.1338
C 0.17806 0.54902 -0.53252 -0.1028 -0.2989 -0.2300
N 0.43925 -0.68323 -0.01458 -0.0159 0.5275 0.5140
N -0.47503 -1.54098 -0.43241 -0.0470 -0.0706 -0.0829
N -1.31424 -0.93332 -1.22435 0.0609 -0.0387 0.0963
P 1.35969 1.86798 -0.23694 0.1988 0.1894 0.1421
Se 2.67209 1.38897 1.38829 0.1372 0.3831 -0.2092
C 2.25205 2.14060 -1.79030 -0.0792 -0.0388 0.0040
C 1.53690 2.43602 -2.95005 0.0276 0.0479 -0.0242
C 2.20634 2.60828 -4.15036 -0.0027 -0.0060 0.0180
C 3.58968 2.48829 -4.19660 0.0007 -0.0005 -0.0005
C 4.30240 2.20105 -3.04181 -0.0114 -0.0046 0.0059
C 3.63606 2.02442 -1.83679 0.0342 -0.0441 0.0004
C 0.44057 3.36065 0.16682 0.0124 -0.0458 -0.0635
C -0.58578 3.26891 1.10134 -0.0324 0.0321 0.0234
C -1.27852 4.40714 1.47526 0.0139 -0.0357 0.0044
C -0.94193 5.63556 0.92193 0.0191 0.0035 -0.0217
C 0.09402 5.72744 0.00342 -0.0191 0.0061 0.0102
C 0.78987 4.58991 -0.37576 0.0225 -0.0007 0.0056
H -3.03687 2.07810 -4.96875 0.0067 -0.0012 0.0015
H -2.44127 1.44893 -7.28184 0.0024 -0.0035 0.0026
H -0.59432 -0.14817 -7.69119 -0.0016 0.0021 0.0077
H 0.62482 -1.13896 -5.78090 -0.0031 0.0038 -0.0032
H -0.01243 -0.56603 -3.47564 0.0045 0.0110 -0.0018
H -3.72148 -0.69206 -3.77049 -0.0023 0.0077 -0.0042
H -5.93487 -1.62160 -3.21576 0.0014 0.0077 0.0073
H -7.11077 -0.88794 -1.16843 0.0102 0.0025 -0.0059
H -6.07547 0.79973 0.31312 0.0079 -0.0019 -0.0092
H -3.87992 1.77770 -0.27486 -0.0098 -0.0046 -0.0097
H 0.46180 2.56579 -2.91657 -0.0002 0.0125 0.0030
H 1.64223 2.83540 -5.04617 0.0068 -0.0049 0.0033
H 4.11292 2.61999 -5.13548 -0.0061 0.0009 0.0078
H 5.38006 2.10740 -3.07531 -0.0062 0.0015 -0.0049
H 4.18357 1.78509 -0.93411 -0.0104 0.0117 0.0004
H -0.84781 2.30700 1.52706 -0.0026 -0.0046 -0.0003
H -2.08759 4.33542 2.19073 0.0085 0.0027 -0.0077
H -1.49111 6.52397 1.20687 0.0067 -0.0068 -0.0034
H 0.35521 6.68479 -0.42856 -0.0055 -0.0052 0.0071
H 1.58632 4.65957 -1.10599 -0.0058 -0.0058 0.0090
C -1.85217 -1.05310 4.32250 0.0127 0.0245 -0.0006
C -0.66550 -1.68399 3.58615 -0.1120 0.0339 -0.0564
C -1.14682 -2.79977 2.66549 -0.0527 0.0159 0.0632
C 0.08592 -0.58615 2.85283 -0.1690 -0.2809 0.2400
H -2.38688 -1.80132 4.91112 0.0065 0.0034 -0.0053
H -2.55896 -0.62741 3.60484 0.0116 0.0029 0.0138
H -1.53006 -0.25563 4.99634 -0.0154 -0.0114 -0.0076
H -0.00491 -2.10584 4.34257 0.0847 -0.0963 0.0465
H -1.88892 -2.41771 1.95935 0.0504 -0.0006 -0.0165
H -1.61328 -3.60178 3.24322 0.0042 0.0180 -0.0058
H -0.32686 -3.21350 2.08008 0.0160 -0.0325 -0.0078
H 0.47246 0.15641 3.55387 0.0386 0.0233 -0.0041
H -0.60621 -0.08423 2.16855 0.0815 0.0023 -0.0530
C 4.13080 -1.33788 3.91946 -0.1327 -0.1188 0.0966
S 3.10186 -2.22296 2.74985 0.7288 -0.3781 1.1889
O 3.96274 -2.53361 1.59722 0.2809 -0.1410 -0.3157
C 2.88005 -3.74747 3.66165 -0.0602 0.0238 -0.0559
C 2.11566 -3.80095 4.81823 0.0853 -0.0047 0.0371
C 1.99116 -5.00702 5.48854 -0.0069 0.0000 -0.0105
C 2.61969 -6.14462 4.99704 0.0160 0.0052 -0.0186
C 3.37624 -6.07789 3.83617 -0.0336 -0.0051 0.0308
C 3.51040 -4.87386 3.15904 -0.0261 -0.0089 -0.0857
H 5.06056 -1.89333 4.03565 -0.0244 -0.0136 -0.0016
H 3.61114 -1.24894 4.87382 -0.0085 0.0359 -0.0438
H 4.30325 -0.35668 3.48276 0.0283 0.0079 -0.0017
H 1.62870 -2.91606 5.20092 -0.0127 0.0547 0.0214
H 1.39910 -5.05963 6.39278 0.0043 0.0021 -0.0075
H 2.51706 -7.08561 5.52135 -0.0042 0.0032 -0.0016
H 3.86179 -6.96497 3.45158 -0.0010 0.0040 0.0026
H 4.08368 -4.79524 2.24450 0.0005 -0.0086 0.0352
```
Positions in Å, forces in eV/Å.

Net charge ... 0
Spin multiplicity ... 1
E_HOMO ... -7.261 eV

***

Record 5
Below is 3 unconnected molecules or ions with the total composition C10H23BNO7, with properties calculated with ωB97M-V/def2-TZVPD.

XYZ file:
```
42
Properties=species:S:1:pos:R:3:forces:R:3
C 2.38507 3.29648 2.01861 1.2533 -0.8801 0.1500
B 1.76822 4.79948 2.28634 -2.0266 1.5853 0.3319
O 2.75568 5.83681 2.74569 0.6954 -1.5927 -2.8967
C 0.19821 5.26085 2.12320 2.8727 -1.3344 -1.7179
N -0.75526 4.09111 2.02220 -0.2184 -0.3541 -0.1307
H 1.59222 2.43838 1.95016 1.5029 1.6035 -0.0009
H 3.19008 2.99508 2.84586 -1.6223 0.4427 -1.6410
H 3.00856 3.34161 1.00272 -1.2689 -0.2216 1.8987
H 3.51150 5.72534 2.06750 -1.4119 0.2770 1.8872
H 0.13246 5.82285 1.07484 -0.0660 -0.3585 2.1928
H -0.94538 3.63631 2.94196 0.5739 0.4553 -1.3682
H -0.48004 3.40275 1.28226 -0.2921 0.3343 1.2178
C 3.28233 -3.32810 -1.33023 0.0905 0.1725 -0.3009
C 2.31943 -2.92468 -0.22757 0.0401 -0.5013 -0.1763
O 2.37128 -1.51219 0.00873 -0.5637 0.5570 -0.4109
C 1.73136 -0.74103 -0.90304 0.0052 0.2049 -0.4909
O 1.12576 -1.14164 -1.88668 0.8418 0.4109 1.3172
O 1.90669 0.55848 -0.55772 -0.1735 -1.3850 -0.1248
C 1.36753 1.48348 -1.49957 -0.2059 0.5777 -0.3282
H 4.29384 -2.97340 -1.10755 -0.1147 -0.1291 0.1110
H 3.30485 -4.41543 -1.44563 -0.0061 0.0916 0.0685
H 2.99689 -2.88791 -2.29045 -0.0933 -0.1005 0.1682
H 2.61654 -3.41364 0.70688 -0.0627 0.4135 -0.0397
H 1.29421 -3.24467 -0.44735 0.1518 0.2317 -0.0691
H 0.31348 1.27279 -1.70713 0.3533 -0.0405 -0.0783
H 1.95545 1.45796 -2.42252 -0.1917 -0.1032 0.0606
H 1.43971 2.48645 -1.07084 0.1187 -0.3214 0.2132
C -1.62139 -0.41347 -0.77734 -0.0121 -0.3232 -0.0229
C -3.01416 -0.28633 -0.18590 0.6883 0.6141 0.3017
O -3.91874 -1.21478 -0.79693 -0.3789 -1.3419 0.2993
C -3.80559 -2.50082 -0.38607 0.7781 0.2849 0.2672
O -3.01520 -2.92424 0.44506 -1.2815 0.4839 -1.1414
O -4.69773 -3.24864 -1.08146 0.4128 0.5071 0.4537
C -4.60824 -4.64708 -0.81733 -0.0066 -0.4296 0.0695
H -1.65506 -0.31613 -1.86727 -0.0075 0.1025 0.1490
H -0.95744 0.35564 -0.37265 -0.2125 -0.0869 0.0405
H -1.18328 -1.39239 -0.56047 -0.1024 0.1878 0.0500
H -3.40275 0.71724 -0.39180 -0.1967 -0.3671 -0.0686
H -3.00525 -0.41171 0.90312 -0.0312 -0.1726 -0.2446
H -4.67514 -4.85559 0.25531 0.1742 0.0995 -0.1971
H -3.67523 -5.04343 -1.23030 -0.0815 0.0441 0.2272
H -5.44546 -5.14180 -1.31661 0.0758 0.3620 -0.0264
```
Positions in Å, forces in eV/Å.

Net charge ... -1
Spin multiplicity ... 1
E_HOMO ... -1.522 eV